# 1
Formula: C5H2N2
Source: OMol25
Level of theory: ωB97M-V/def2-TZVPD

Output
Relative energy (zero: lowest compared OMol25 entry of this formula, charge and spin)   528.9 kJ/mol
Frontier orbital gap (spin up / spin down)   7.05 / 6.99 eV
LUMO (spin up / spin down)   -2.79 / -2.82 eV
F_max   3.54 eV/Å
HOMO level (spin up / spin down)   -9.841 / -9.810 eV

```
! wB97M-V def2-TZVPD RIJCOSX def2/J DEFGRID3
* xyz 0 1
C -0.67902 0.63946 1.61719
H 0.98774 -0.50672 -3.13178
C 0.59725 0.73452 1.68194
H 1.50437 -1.50888 -1.46341
N 1.78623 0.69995 1.79668
C 0.89085 -0.80606 -2.11946
N -3.19601 0.41677 1.37806
C -2.05307 0.61091 1.46667
C 0.16167 -0.27995 -1.22587
*
```

=====

# 2
Formula: C5H7N
Source: OMol25
Level of theory: ωB97M-V/def2-TZVPD

Output
Relative energy (zero: lowest compared OMol25 entry of this formula, charge and spin)   403.7 kJ/mol
Frontier orbital gap   8.51 eV
LUMO   0.44 eV
F_max   1.00 eV/Å
HOMO level   -8.063 eV

```
! wB97M-V def2-TZVPD RIJCOSX def2/J DEFGRID3
* xyz 0 1
N 0.00899 0.94560 -0.21410
C 2.23098 0.27252 -0.41415
C -1.54378 -0.62502 0.79900
C 3.25870 -0.21477 0.02659
C 0.94910 0.44558 -0.98876
H -2.15621 1.00232 -0.57901
H 4.19298 -0.60660 0.36362
H -2.34175 -1.33308 0.56308
H -1.13608 -0.29974 -1.27034
H 0.20801 1.29562 0.73036
C -1.31797 0.31706 -0.39924
H -0.62673 -1.19574 1.01032
H -1.81247 -0.06854 1.70476
*
```

=====

# 3
Formula: C8H16Cl2N2STm
Source: OMol25
Level of theory: ωB97M-V/def2-TZVPD

Output
Frontier orbital gap (spin up / spin down)   4.56 / 4.61 eV
LUMO (spin up / spin down)   2.63 / 2.63 eV
F_max   4.19 eV/Å
HOMO level (spin up / spin down)   -1.929 / -1.976 eV
Expectation value of S²   2.003

```
! wB97M-V def2-TZVPD RIJCOSX def2/J DEFGRID3
* xyz -1 3
H -0.78060 -2.84903 4.60240
H -0.48909 -2.83921 2.87864
H -3.42863 -0.55119 -1.06167
C -3.27750 0.33124 -0.35654
N -0.33490 -2.42216 3.79947
C -0.25931 1.38388 -2.05326
H 1.02308 2.62630 -3.30964
Cl -0.86879 2.45380 1.01861
N -0.24063 -0.50988 5.02935
C 2.17482 1.07478 -2.27302
H 2.71443 -0.33943 -0.73090
H 2.37194 1.78398 -1.45407
Cl -1.65570 -2.47335 0.71432
H -3.29571 1.14807 -1.14137
H -0.10165 0.49435 5.08138
H -1.39504 -0.46896 -1.79301
C 2.13932 -0.37220 -1.65705
Tm -1.31037 0.05177 0.20700
C 0.92123 1.58284 -2.99125
H 0.73126 1.00843 -3.89957
C -0.03308 -1.11257 3.83252
C 0.78404 -0.83712 -1.31287
H 2.67497 -1.00789 -2.37313
H 0.70058 -1.68618 -0.59601
H -0.83357 -0.93244 5.72805
H 3.02124 1.10288 -2.96488
H -1.23363 1.69031 -2.48246
S 0.67439 -0.30265 2.52309
C -0.24938 -0.16365 -1.74624
H -0.14372 2.13528 -1.21790
*
```

=====

# 4
Formula: C18H17NO3
Source: OMol25
Level of theory: ωB97M-V/def2-TZVPD

Output
Relative energy (zero: lowest compared OMol25 entry of this formula, charge and spin)   70.1 kJ/mol
Frontier orbital gap   7.65 eV
LUMO   -0.81 eV
SMILES string   Cc1cccc2c1N(CCCOc1ccccc1)C(=O)C2=O
F_max   0.91 eV/Å
HOMO level   -8.459 eV

```
! wB97M-V def2-TZVPD RIJCOSX def2/J DEFGRID3
* xyz 0 1
C -3.55254 -0.94349 0.10770
C 3.51606 -0.13888 -0.04395
C 4.99609 1.46384 -1.04304
H -0.62488 -1.47344 -1.18642
H -3.03606 -2.54136 1.43749
N -1.35173 0.19916 0.65808
C -4.46477 1.71062 -0.36367
C -2.69340 0.14089 0.26452
C 3.79377 0.77514 -1.05248
C -3.19728 -2.37745 0.37256
H -0.95561 -1.67347 1.47444
C 4.45802 -0.35513 0.96224
H -4.78307 2.72811 -0.52576
H 6.37179 0.15937 1.74477
C 1.33531 -0.65550 -0.87681
O 0.20832 1.83532 1.04103
C -4.85671 -0.65065 -0.30230
H 0.37684 -0.50361 1.50060
C 0.13413 -1.47048 -0.40187
C -3.16714 1.44937 0.03668
C -5.31577 0.63331 -0.54018
H -2.30216 -2.68033 -0.16374
H -5.54082 -1.47670 -0.43429
H 3.08691 0.96141 -1.84578
H -6.33592 0.78826 -0.85451
C -2.08679 2.39406 0.31185
H 1.08005 0.41048 -0.91733
C 5.65202 0.33442 0.95879
C -0.90485 1.49443 0.72239
H 6.86107 1.79186 -0.04669
H 4.22569 -1.06922 1.73684
H 5.20021 2.17505 -1.83008
H 0.46816 -2.49404 -0.22695
H 1.64077 -0.98508 -1.88081
O 2.37510 -0.87961 0.04912
H -4.01525 -3.02180 0.05921
C -0.44635 -0.90153 0.90007
O -2.07677 3.59664 0.24345
C 5.92755 1.24998 -0.04515
*
```

=====

# 5
Formula: C20H25IrN2O2S2
Source: OMol25
Level of theory: ωB97M-V/def2-TZVPD

Output
Relative energy (zero: lowest compared OMol25 entry of this formula, charge and spin)   10.8 kJ/mol
Frontier orbital gap (spin up / spin down)   7.26 / 5.95 eV
LUMO (spin up / spin down)   -4.71 / -6.11 eV
F_max   0.44 eV/Å
HOMO level (spin up / spin down)   -11.962 / -12.059 eV
Expectation value of S²   0.782

```
! wB97M-V def2-TZVPD RIJCOSX def2/J DEFGRID3
* xyz 1 2
S 2.08577 -1.99966 0.82276
C -0.73072 2.31517 3.19654
O 1.71404 0.63790 -1.57441
H 3.67071 -0.07663 -1.62842
H -2.37322 -2.26313 -3.14661
H -3.35283 1.87118 2.61945
C 3.35904 -0.80596 2.82006
H -2.12807 3.78817 1.27053
H -0.28963 -2.39872 -1.01429
O -0.50343 -0.11697 -0.23204
C 0.97099 0.22827 -2.77744
H 0.14285 1.74133 1.37760
H -0.50470 1.38512 3.71843
C 3.12758 -1.97824 2.18261
H 2.40288 -0.95725 -3.87034
N 4.82880 -0.51672 4.91339
C 2.02628 0.06591 -3.85363
H 0.43112 -0.68180 -2.53791
H -1.26145 -3.79828 -1.45992
C 3.13613 0.82791 -1.91781
C 3.67766 -3.23760 2.58067
H 2.86475 2.06357 -3.66006
C 3.12483 1.03363 -3.41381
C -3.12155 1.08467 1.91409
C -1.20780 -2.93839 -0.79231
H -1.14410 -3.31465 0.22974
H -1.79165 -0.70201 -2.55088
H 0.07145 3.02491 3.39910
H -1.64663 2.73151 3.61600
C -2.66195 -0.98618 0.03628
H -3.31331 -2.73982 -0.87011
C -2.53831 -1.48219 -2.40411
C -2.45523 -2.07384 -0.99112
C -3.87144 -0.87221 0.66813
H -4.65384 -1.58709 0.44866
C -1.62102 -0.02342 0.37276
C 4.17815 -0.64789 3.97600
H -0.40314 4.13752 1.15454
H -5.08599 0.22920 2.06160
C -0.85019 2.08862 1.68607
C -4.11483 0.15308 1.59088
H 0.26655 1.03153 -2.99319
C -1.16656 3.38854 0.94441
S 2.56133 0.58504 2.18307
H -1.21342 3.23713 -0.13504
H 1.62260 0.29796 -4.83693
H 3.48851 1.67464 -1.33518
H 4.09112 0.80490 -3.85792
H -3.52013 -1.04467 -2.58485
N 4.09605 -4.26535 2.87570
C -1.87334 1.02363 1.35474
Ir 1.45929 0.05765 0.42452
*
```

=====

# 6
Formula: C4H14O2
Source: OMol25
Level of theory: ωB97M-V/def2-TZVPD

Output
Relative energy (zero: lowest compared OMol25 entry of this formula, charge and spin)   87.7 kJ/mol
Frontier orbital gap   11.62 eV
LUMO   0.70 eV
SMILES string   CC(C)C.O.O
F_max   2.11 eV/Å
HOMO level   -10.924 eV

```
! wB97M-V def2-TZVPD RIJCOSX def2/J DEFGRID3
* xyz 0 1
H 1.17109 -1.31393 -1.08064
H 1.08059 1.46540 -1.01397
O -2.62775 -0.14436 -0.99251
C 0.15878 1.17821 0.87492
H 2.86516 1.48746 0.57923
C 1.09954 0.72220 -0.21843
H 0.59274 1.55580 1.80291
H -0.67922 1.76995 0.50257
H -2.45184 -0.53959 -1.84330
C 2.54070 0.50568 0.21926
H -2.24907 -1.44055 1.71246
H -2.87771 -2.12438 0.58119
C 0.46064 -0.48572 -0.99826
H -1.95691 0.48865 -0.90003
O -2.29747 -2.32179 1.32048
H 2.55406 -0.02965 1.17881
H -0.41892 -0.95074 -0.56843
H 3.15657 -0.02457 -0.49310
H -0.38622 0.34126 1.34927
H 0.26525 -0.13933 -2.01243
*
```

=====

# 7
Formula: C80H84Br2Ge2NORhS4Te
Source: OMol25
Level of theory: ωB97M-V/def2-TZVPD

Output
Relative energy (zero: lowest compared OMol25 entry of this formula, charge and spin)   284.4 kJ/mol
Frontier orbital gap (spin up / spin down)   5.36 / 5.03 eV
LUMO (spin up / spin down)   0.53 / 0.30 eV
F_max   19.59 eV/Å
HOMO level (spin up / spin down)   -4.828 / -4.734 eV
Expectation value of S²   0.803

```
! wB97M-V def2-TZVPD RIJCOSX def2/J DEFGRID3
* xyz -1 2
Ge 1.00640 2.69915 -0.10215
C -3.43027 6.41413 -0.75144
C 1.29232 -1.10832 -2.91564
H 1.31164 0.67379 -4.09865
H -5.09259 2.49196 2.09809
H 4.01738 -7.83175 -0.51717
H 2.60321 -9.61377 -0.87660
Te 0.98244 -4.92801 0.83454
C 3.04626 4.43147 1.13343
H 1.26555 -7.23424 5.50724
Rh -0.11797 -1.20298 0.13913
C -6.45010 3.38607 -1.36068
H 3.50572 6.85154 -1.83699
C 3.51565 -1.89110 -4.37699
H -1.17352 6.82100 -3.41683
H 4.53730 5.60216 2.12018
H 4.90276 7.11477 0.19142
C -3.75225 2.81875 -0.84557
H -1.33721 6.78526 4.49064
H 2.42518 -0.11353 2.38606
S -0.78446 3.43887 1.10714
H -2.11613 -6.27222 -0.55306
H 5.18013 -5.39910 1.67640
H -0.99373 6.75525 -6.01786
H -0.70112 -5.62466 3.07761
H -0.21200 6.10240 -0.23649
H -2.64617 3.11901 -5.22299
C -2.40470 -2.81735 1.21394
H -4.14967 -3.74826 2.04483
C 3.40253 -5.38051 2.87006
H 4.25704 0.88890 3.85317
H -2.62229 5.97074 -1.34124
C 0.01087 5.48634 -4.60397
H 3.48245 -3.67612 -3.16995
C -3.23084 4.98881 3.28313
H -2.10050 8.18319 3.72682
C 1.95558 3.96097 3.34937
C 3.72408 2.49891 2.55821
C 2.55078 -1.18727 2.47461
H 3.29872 -6.21009 -0.65796
C -3.79236 4.61537 0.97857
C 2.66970 2.06934 4.69636
H 4.36025 2.10595 0.54267
H 0.89654 -11.71888 -0.60951
H -1.62437 -5.97751 1.09680
C 4.17096 6.31809 0.12986
H -0.66676 -6.90791 4.29962
C 0.31258 -11.02172 -1.21304
H -1.62614 -9.27830 -0.46142
H -3.18270 4.62943 4.30770
C 0.46801 -9.61116 -0.70885
C 2.29876 4.23294 -0.04415
C 0.45813 6.02836 -2.28183
C -2.27885 7.17156 4.09299
C 1.09411 5.19570 3.24434
C -3.96349 -0.25535 -2.48524
C 0.76305 -6.97093 0.20298
C 2.91487 -0.66234 -4.62738
H 1.14997 3.46439 5.26865
H 3.56682 -6.92560 0.93458
S -0.27252 2.50051 -2.01680
Ge -1.88682 2.23350 -0.44496
H 0.42040 -0.80281 -2.35148
H -6.29154 1.90933 -2.91561
H -1.41594 -3.06040 -2.01533
H -0.34963 -7.28661 2.59717
C -3.36626 5.91003 0.66822
H 1.41030 5.93392 3.98817
S -1.96192 0.20383 0.38996
C 0.10428 6.78875 -1.03003
H -4.85984 -4.74781 -0.11976
C 1.91231 -2.32533 -2.64295
C -2.00445 -3.19370 -1.11244
H 0.96397 7.34862 -0.65589
C 2.87220 3.59511 2.35934
C -4.42638 3.79233 -0.09398
C -0.81727 5.69161 -5.84646
H 3.32604 -0.00366 -5.38296
H -2.06457 -1.58432 -6.32934
H -3.50598 -2.22529 -3.16017
H -3.43787 -4.43479 -2.12108
H -2.53620 7.72688 1.43672
C 3.01459 -2.72517 -3.38924
H 1.14875 5.65346 2.25868
H 2.89502 2.68951 -2.81451
S 1.62776 0.65697 0.34166
C -2.79976 6.27849 2.99533
C -4.18052 2.75207 2.63689
H -1.80050 0.93500 -5.46780
C 3.08228 3.54392 -3.47355
C -3.72682 4.14715 2.29574
H -0.77287 -1.72056 -5.13544
H -3.84768 3.53366 -3.97812
N 1.01653 -2.61481 -0.44392
H -3.41441 2.02278 2.35160
C -5.78185 2.43773 -2.11739
H -6.27829 4.80601 0.24031
C 3.97212 5.46880 1.20379
C 1.27105 -6.28521 3.59357
H -2.15052 -2.35648 2.16334
C -2.91237 3.00603 -4.17064
C 3.95473 -5.81471 4.07897
C 3.20894 -6.47709 5.03478
C 1.89834 4.47768 -3.46474
H -0.32039 5.27587 -6.72367
C 1.86803 3.18252 4.50340
C 1.86757 -6.71035 4.77072
C -3.35215 -1.16836 -3.34142
H -1.79174 5.20827 -5.74540
H -7.49387 3.60605 -1.55170
C 1.57305 5.18228 -2.30605
H 3.85648 -4.45708 0.98522
C -3.95060 -4.16082 -0.05730
C -2.40431 0.59707 -4.62992
C 1.79238 -0.27833 -3.90642
H -3.32804 7.50027 -0.77863
C -3.55505 -3.59632 1.14923
H 5.54774 2.96473 1.52520
C -0.30963 6.16157 -3.43090
C 2.44991 5.14529 -1.09964
C -2.87045 6.72254 1.68214
C -3.02835 1.53952 -3.82624
C -2.55091 -0.76511 -4.39635
H -2.17786 -2.78849 -5.03382
C -1.77861 -6.76201 0.36021
H -0.73146 -11.33276 -1.18735
C -3.77966 1.11177 -2.71829
C 1.72845 -9.03628 -0.59255
C 3.28146 -7.14670 -0.09466
H 3.52745 -7.93619 6.58955
H 4.38331 -2.19549 -4.94983
H -0.70743 7.48973 -1.22075
H -4.36976 6.14060 -1.23044
H 5.01121 -5.63674 4.25886
H 3.49647 -6.26293 7.14990
C -1.85622 -1.77446 -5.27413
H 1.90686 0.34617 5.73477
Br 3.45836 -1.31930 1.22553
C -0.63388 -8.84733 -0.36552
C -0.19924 -6.54557 3.38369
H 3.28778 -1.55020 3.18073
H -2.99021 7.22088 4.92048
C -5.77216 4.05562 -0.35738
C 1.89512 -7.73310 -0.14798
C -4.44541 2.14149 -1.86464
H 1.36440 4.08830 -5.50026
C 2.53218 1.22199 5.93598
C -0.51365 -7.52970 0.07692
C 1.43790 -3.20910 -1.52645
H 2.06431 1.78346 6.74453
H -4.10428 -1.27040 -0.61586
H -4.35950 2.65130 3.70792
H -2.12895 3.48603 -3.57918
H 0.05132 4.93954 3.43632
H 3.27076 3.16629 -4.47923
C -3.15812 -3.97211 -1.17909
C 2.03898 -5.60993 2.62584
H 0.66484 -11.10162 -2.24361
H 3.98063 4.04519 -3.10892
H -2.57133 -7.42486 0.70976
H 5.26900 1.22828 1.77857
H -5.31671 -0.00380 -0.81186
O 1.52625 -4.47514 -1.64927
H -5.48393 -1.54363 -1.68235
H 4.75954 -3.82728 2.34158
C -1.62683 -2.57891 0.07640
Br 0.86458 -2.06007 2.67770
C 1.10896 4.63891 -4.59899
C 3.82452 -6.91671 6.33837
H 3.50625 0.86209 6.27252
C -4.77327 -0.78954 -1.33233
C 3.60736 1.74991 3.71830
H 4.91262 -6.87764 6.28888
C 3.39717 6.16483 -1.00425
C 4.78956 2.17661 1.54380
C 4.34687 -4.73108 1.91251
*
```

=====

# 8
Formula: C10H16FNOSi
Source: OMol25
Level of theory: ωB97M-V/def2-TZVPD

Output
Relative energy (zero: lowest compared OMol25 entry of this formula, charge and spin)   131.9 kJ/mol
Frontier orbital gap   9.11 eV
LUMO   0.70 eV
F_max   4.49 eV/Å
HOMO level   -8.402 eV

```
! wB97M-V def2-TZVPD RIJCOSX def2/J DEFGRID3
* xyz 0 1
C 2.63433 -1.11243 0.31082
C -2.89202 -0.21246 1.41288
C -1.14238 2.03914 -0.46620
H -3.51098 -0.34020 2.34051
H 3.38502 1.98691 0.55602
C -1.85459 0.89737 1.69234
H 3.36984 -1.28139 -0.44465
C -3.47537 0.05573 0.08937
N -1.50434 2.90488 -1.13433
O 0.31909 0.42351 0.60346
F -1.89940 -0.76989 -1.69604
C -0.92653 0.93823 0.44302
H 1.14511 -0.70599 -2.56539
C 2.56923 2.05408 -0.15141
H -4.27502 -0.58070 -0.24856
C -2.10851 -1.40266 0.78438
H 2.93709 2.47620 -1.01407
C 1.41792 0.20860 -2.25226
H 1.88254 2.66541 0.37234
H -3.39739 1.09706 -0.25645
H 3.08775 -0.97557 1.29828
H 1.97874 -1.96520 0.13056
H 2.40973 0.29100 -2.65861
Si 1.63969 0.44801 -0.39696
H -1.26422 0.65403 2.52669
C -2.19017 -0.57844 -0.39548
H -2.37095 1.88890 2.00095
H -2.56313 -2.40274 0.57563
H -1.05036 -1.41132 1.09813
H 0.74528 1.02422 -2.61488
*
```

=====

# 9
Formula: C5H6N4
Source: OMol25
Level of theory: ωB97M-V/def2-TZVPD

Output
Relative energy (zero: lowest compared OMol25 entry of this formula, charge and spin)   407.8 kJ/mol
Frontier orbital gap   9.49 eV
LUMO   0.72 eV
SMILES string   C1=NN=C2NN3C[C@@H]3[C@H]12
F_max   4.00 eV/Å
HOMO level   -8.768 eV

```
! wB97M-V def2-TZVPD RIJCOSX def2/J DEFGRID3
* xyz 0 1
H -1.60316 -1.58982 -0.86107
C -0.93389 -0.90538 -0.38398
N 2.51461 0.21309 0.32112
H 2.21696 -1.92057 0.08776
C 0.55110 -0.53641 -0.71868
N 1.66663 1.37479 0.19891
H 0.80056 -0.46884 -1.78103
H -0.94960 2.39653 0.26108
C 0.53890 0.95267 -0.35850
N -0.65740 1.59479 -0.40193
N -1.59918 0.49698 -0.35363
C 1.94082 -0.86368 -0.04201
H -0.62550 0.08813 1.54799
C -1.40083 -0.38686 0.95899
H -2.46002 -0.44540 1.52500
*
```